Arrangement A

Density functional theory data (ωB97M-V/def2-TZVPD) for C15H19AsIrN4O6S as an isolated structure.

CARTESIAN COORDINATES (ANGSTROEM)
Ir1 0.003 0.772 0.275
O1 3.776 2.751 -0.454
As1 3.159 1.232 0.168
O2 4.143 -0.024 0.000
O3 1.659 1.156 -0.689
C1 2.775 1.838 1.989
C2 3.551 2.918 2.403
C3 3.498 3.394 3.708
C4 2.675 2.789 4.641
C5 1.896 1.708 4.258
C6 1.945 1.244 2.950
S1 0.817 -0.078 2.610
O4 1.235 -0.672 1.310
O5 0.699 -0.947 3.718
O6 -0.504 0.613 2.215
H1 4.241 2.601 -1.288
H2 4.220 3.389 1.697
H3 4.125 4.228 3.993
H4 2.646 3.139 5.663
H5 1.260 1.207 4.976
C7 -5.472 1.216 0.352
C8 -4.168 0.500 0.318
C9 -3.869 -0.846 0.306
C10 -2.472 -0.946 0.253
N1 -1.959 0.285 0.215
N2 -2.990 1.151 0.276
C11 -1.601 -2.153 0.242
H6 -6.283 0.493 0.365
H7 -5.597 1.850 -0.526
H8 -5.559 1.838 1.243
H9 -4.575 -1.657 0.328
H10 -2.815 2.140 0.228
H11 -2.207 -3.054 0.289
H12 -0.927 -2.152 1.099
H13 -0.997 -2.196 -0.665
C12 -0.104 6.069 1.234
N3 -0.237 4.857 0.431
C13 -0.172 4.774 -0.937
C14 -0.287 3.458 -1.255
N4 -0.437 2.748 -0.088
C15 -0.384 3.618 0.912
H14 -0.352 6.927 0.616
H15 0.918 6.168 1.596
H16 -0.792 6.027 2.074
H17 -0.043 5.645 -1.555
H18 -0.260 2.975 -2.215
H19 -0.448 3.369 1.959

Results
E_LUMO	-4.1	eV
total charge	+1
HOMO-LUMO gap	8.17	eV
highest occupied orbital energy	-12.257	eV


Arrangement B

Density functional theory data (ωB97M-V/def2-TZVPD) for C15H19AsIrN4O6S as an isolated structure.

CARTESIAN COORDINATES (ANGSTROEM)
Ir1 0.205 -0.268 -0.556
O1 -3.735 0.143 -2.801
As1 -2.117 0.713 -2.476
O2 -1.263 0.946 -3.823
O3 -1.554 -0.525 -1.387
C1 -2.511 2.205 -1.288
C2 -3.811 2.691 -1.352
C3 -4.212 3.774 -0.577
C4 -3.318 4.394 0.276
C5 -2.014 3.930 0.356
C6 -1.620 2.845 -0.415
S1 0.057 2.358 -0.200
O4 0.469 1.628 -1.438
O5 0.829 3.465 0.227
O6 0.081 1.189 0.818
H1 -3.802 -0.047 -3.747
H2 -4.518 2.218 -2.018
H3 -5.229 4.133 -0.653
H4 -3.624 5.242 0.872
H5 -1.296 4.416 1.002
C7 4.704 0.354 2.548
C8 3.961 0.041 1.296
C9 4.403 -0.252 0.022
C10 3.255 -0.424 -0.764
N1 2.177 -0.260 0.000
N2 2.618 0.014 1.248
C11 3.137 -0.705 -2.222
H6 5.774 0.306 2.363
H7 4.461 -0.356 3.339
H8 4.465 1.357 2.902
H9 5.425 -0.322 -0.305
H10 1.957 0.302 1.952
H11 4.068 -1.114 -2.606
H12 2.909 0.211 -2.769
H13 2.338 -1.420 -2.428
C12 -2.414 -4.471 1.693
N3 -1.288 -3.640 1.282
C13 0.041 -3.993 1.337
C14 0.738 -2.961 0.798
N4 -0.161 -1.983 0.432
C15 -1.372 -2.429 0.728
H14 -2.169 -4.970 2.627
H15 -2.632 -5.212 0.927
H16 -3.283 -3.839 1.847
H17 0.365 -4.934 1.743
H18 1.799 -2.841 0.663
H19 -2.292 -1.907 0.526

Results
E_LUMO	-4.2	eV
total charge	+1
HOMO-LUMO gap	8.05	eV
highest occupied orbital energy	-12.205	eV


Which of them is most stable, and which least? Most stable: arrangement B; least stable: arrangement A.


Arrangement A

Density functional theory data (ωB97M-V/def2-TZVPD) for a 2-piece molecular cluster, C5H10N2O overall.

CARTESIAN COORDINATES (ANGSTROEM)
C1 -2.102 -0.090 1.005
O1 -3.079 0.785 0.621
H1 -2.774 1.594 0.184
H2 -2.276 -0.201 2.019
H3 -2.055 -0.989 0.270
H4 -1.118 0.454 0.768
C2 0.045 -0.572 -1.921
C3 0.913 -0.103 -0.837
C4 2.046 1.170 0.525
C5 1.311 -0.887 0.165
N1 1.339 1.224 -0.632
N2 2.060 -0.090 1.081
H5 2.582 1.839 1.037
H6 -0.437 0.430 -2.172
H7 -0.593 -1.282 -1.372
H8 2.507 -0.389 1.855
H9 1.183 -1.991 0.292
H10 0.448 -0.902 -2.889

Results
E_LUMO (spin up / spin down)	-4.1 / -8.5	eV
multiplicity	2
⟨S²⟩	0.760
total charge	+1
HOMO-LUMO gap (spin up / spin down)	9.50 / 5.04	eV
highest occupied orbital energy (spin up / spin down)	-13.557 / -13.550	eV


Arrangement B

Density functional theory data (ωB97M-V/def2-TZVPD) for a 2-piece molecular cluster, C5H10N2O overall.

CARTESIAN COORDINATES (ANGSTROEM)
C1 0.675 0.238 -1.311
C2 -0.329 2.539 1.084
C3 1.332 2.765 -0.340
C4 0.594 1.523 -0.545
N1 0.706 3.348 0.731
N2 -0.469 1.484 0.311
H1 1.064 3.945 1.468
H2 -0.937 2.769 1.952
H3 2.209 3.193 -0.809
H4 1.317 -0.403 -0.686
H5 1.184 0.306 -2.281
H6 -0.301 -0.181 -1.470
C5 -1.100 -3.510 0.008
O1 -0.951 -4.008 1.307
H7 -1.751 -3.806 1.794
H8 -0.281 -3.994 -0.570
H9 -2.049 -3.776 -0.448
H10 -0.912 -2.433 -0.196

Results
E_LUMO (spin up / spin down)	-4.3 / -8.1	eV
multiplicity	2
⟨S²⟩	0.761
total charge	+1
HOMO-LUMO gap (spin up / spin down)	8.41 / 4.57	eV
highest occupied orbital energy (spin up / spin down)	-12.665 / -12.665	eV


Arrangement C

Density functional theory data (ωB97M-V/def2-TZVPD) for an isolated ion of composition C5H10N2O and charge +1.

CARTESIAN COORDINATES (ANGSTROEM)
O1 -2.465 -1.677 1.683
C1 -1.817 -1.461 0.707
C2 -0.311 -1.603 0.608
C3 0.290 -0.287 1.228
C4 1.322 0.433 0.375
N1 -0.426 2.097 -2.384
C5 0.169 1.838 -1.248
N2 0.818 0.723 -0.960
H1 -2.323 -1.080 -0.204
H2 0.044 -2.476 1.158
H3 -0.114 -1.591 -0.462
H4 0.778 -0.557 2.158
H5 -0.514 0.396 1.466
H6 1.591 1.401 0.807
H7 2.290 -0.079 0.273
H8 -0.438 1.299 -3.029
H9 0.159 2.569 -0.452
H10 0.946 0.055 -1.722

Results
E_LUMO (spin up / spin down)	-4.2 / -8.6	eV
multiplicity	2
⟨S²⟩	0.782
total charge	+1
HOMO-LUMO gap (spin up / spin down)	9.19 / 4.74	eV
highest occupied orbital energy (spin up / spin down)	-13.387 / -13.386	eV


Which of them is most stable, and which least? Most stable: arrangement B; least stable: arrangement A.


Arrangement A

Density functional theory data (ωB97M-V/def2-TZVPD) for one molecule with the formula C4H7FS.

CARTESIAN COORDINATES (ANGSTROEM)
F1 1.950 -1.240 -0.490
C1 1.186 -0.687 0.448
C2 -0.139 -0.328 -0.055
S1 -1.166 -1.618 -0.369
C3 -0.045 0.869 -1.035
C4 -0.784 1.000 0.297
H1 1.083 -1.206 1.462
H2 1.636 0.350 0.452
H3 -1.843 -1.878 0.779
H4 0.922 1.506 -0.888
H5 -0.420 0.716 -2.006
H6 -1.909 0.753 0.337
H7 -0.472 1.763 1.067

Results
E_LUMO	0.8	eV
HOMO-LUMO gap	10.01	eV
highest occupied orbital energy	-9.224	eV


Arrangement B

Density functional theory data (ωB97M-V/def2-TZVPD) for one molecule with the formula C4H7FS.

CARTESIAN COORDINATES (ANGSTROEM)
F1 0.430 1.891 -0.415
C1 0.369 0.874 0.504
C2 1.292 -0.197 -0.098
C3 0.057 -1.066 -0.467
C4 -0.833 -0.120 0.401
S1 -2.461 0.379 -0.089
H1 0.640 1.275 1.584
H2 1.850 0.151 -0.915
H3 1.889 -0.785 0.559
H4 -0.203 -1.124 -1.504
H5 -0.010 -2.068 -0.048
H6 -0.884 -0.547 1.435
H7 -2.135 1.336 -0.947

Results
E_LUMO	1.0	eV
HOMO-LUMO gap	10.06	eV
highest occupied orbital energy	-9.097	eV


Arrangement C

Density functional theory data (ωB97M-V/def2-TZVPD) for one molecule with the formula C4H7FS.

CARTESIAN COORDINATES (ANGSTROEM)
F1 1.223 0.390 -1.222
C1 0.636 0.511 -0.031
C2 0.029 -0.811 0.514
S1 -1.568 -1.443 -0.258
C3 1.371 1.377 1.000
C4 -0.028 1.696 0.284
H1 0.835 -1.556 0.725
H2 -0.309 -0.416 1.459
H3 -1.028 -2.508 -0.942
H4 2.260 2.046 0.706
H5 1.348 1.033 2.061
H6 -0.119 2.544 -0.387
H7 -0.951 1.796 0.905

Results
E_LUMO	0.9	eV
HOMO-LUMO gap	10.16	eV
highest occupied orbital energy	-9.278	eV


Which of them is most stable, and which least? Most stable: arrangement B; least stable: arrangement A.


Arrangement A

Density functional theory data (ωB97M-V/def2-TZVPD) for a 3-piece molecular cluster, C3H12N2O3 overall.

CARTESIAN COORDINATES (ANGSTROEM)
O1 2.144 -0.411 0.406
C1 1.303 -0.046 -0.484
N1 0.213 0.682 0.033
C2 0.046 0.345 1.394
N2 -1.263 0.543 1.884
C3 1.967 0.813 -1.630
H1 -0.662 0.397 -0.505
H2 0.745 0.860 2.065
H3 0.282 -0.759 1.546
H4 -1.208 -1.352 -0.336
H5 -1.399 1.481 2.250
H6 1.273 0.779 -2.465
H7 2.931 0.437 -1.945
H8 2.056 1.853 -1.344
H9 -1.945 0.336 1.133
H10 -3.082 -0.023 -0.686
O2 -2.149 -0.226 -0.742
H11 0.931 -0.946 -1.041
H12 -1.452 -2.685 0.328
O3 -0.732 -2.079 0.140

Results
E_LUMO	-3.8	eV
HOMO-LUMO gap	5.15	eV
highest occupied orbital energy	-8.996	eV


Arrangement B

Density functional theory data (ωB97M-V/def2-TZVPD) for a 3-piece molecular cluster, C3H12N2O3 overall.

CARTESIAN COORDINATES (ANGSTROEM)
N1 -1.308 0.861 1.371
C1 -0.188 1.551 1.087
O1 0.608 1.976 1.960
O2 -0.094 1.882 -0.216
H1 -1.355 0.444 2.285
H2 -1.764 0.379 0.612
H3 0.689 2.436 -0.339
C2 -1.078 -1.732 -1.299
N2 -1.723 -0.525 -1.806
H4 -1.786 -2.560 -1.348
H5 -0.681 -1.651 -0.278
H6 -0.239 -1.977 -1.952
H7 -2.624 -0.366 -1.370
H8 -1.143 0.295 -1.664
C3 2.273 -0.348 0.190
O3 1.363 -0.240 1.255
H9 1.780 -0.832 -0.657
H10 3.146 -0.948 0.477
H11 2.640 0.631 -0.147
H12 1.483 0.723 1.837

Results
E_LUMO	0.6	eV
HOMO-LUMO gap	10.00	eV
highest occupied orbital energy	-9.407	eV


Arrangement C

Density functional theory data (ωB97M-V/def2-TZVPD) for a 3-piece molecular cluster, C3H12N2O3 overall.

CARTESIAN COORDINATES (ANGSTROEM)
N1 2.188 -1.373 -1.029
C1 1.800 -0.014 -1.258
C2 0.993 0.574 0.070
C3 -0.474 0.675 -0.196
N2 -1.005 0.882 -1.443
O1 -1.282 0.332 0.665
H1 2.649 -1.470 -0.135
H2 1.392 -2.013 -0.969
H3 2.653 0.663 -1.316
H4 1.117 0.090 -2.093
H5 1.446 1.516 0.402
H6 1.150 -0.203 0.839
H7 -1.920 0.695 -1.795
H8 -0.428 1.157 -2.224
O2 -1.518 -2.303 0.983
H9 -2.244 -1.868 0.526
H10 -1.174 -1.597 1.538
O3 -2.130 1.589 2.641
H11 -1.240 1.565 3.020
H12 -1.971 1.100 1.776

Results
E_LUMO	0.5	eV
HOMO-LUMO gap	10.17	eV
highest occupied orbital energy	-9.683	eV


Which of them is most stable, and which least? Most stable: arrangement C; least stable: arrangement A.


Arrangement A

Density functional theory data (ωB97M-V/def2-TZVPD) for a 3-piece molecular cluster, C3H12N2O3 overall.

CARTESIAN COORDINATES (ANGSTROEM)
N1 -1.463 1.818 -0.192
C1 -1.053 0.856 -1.174
N2 -0.745 -0.532 -0.699
C2 -1.354 -1.002 0.577
C3 -0.447 -1.618 1.574
O1 0.760 -1.709 1.469
H1 -2.123 2.498 -0.512
H2 -0.788 2.148 0.474
H3 -0.148 1.198 -1.773
H4 -1.867 0.794 -1.952
H5 0.267 -0.573 -0.457
H6 -1.982 -0.250 1.025
H7 -2.082 -1.773 0.217
H8 -0.877 -1.923 2.533
O2 2.159 -1.134 -1.028
H9 3.085 -1.369 -1.130
H10 2.001 -1.047 -0.033
O3 2.153 1.287 0.714
H11 2.932 1.552 0.221
H12 1.571 0.777 0.148

Results
E_LUMO	0.8	eV
HOMO-LUMO gap	9.80	eV
highest occupied orbital energy	-9.030	eV


Arrangement B

Density functional theory data (ωB97M-V/def2-TZVPD) for a 3-piece molecular cluster, C3H12N2O3 overall.

CARTESIAN COORDINATES (ANGSTROEM)
N1 -1.734 1.325 -0.870
C1 -0.897 1.976 0.049
C2 0.355 1.477 0.597
N2 0.416 0.041 0.898
C3 1.665 -0.538 1.366
O1 1.454 1.650 -0.440
H1 -1.597 1.870 -1.740
H2 -1.750 0.298 -0.983
H3 -1.378 2.762 0.589
H4 0.715 2.023 1.474
H5 -0.242 -0.577 0.426
H6 1.442 -1.375 2.058
H7 2.312 -0.777 0.475
H8 2.283 0.086 1.982
H9 -0.692 -2.375 -0.692
H10 -2.385 -2.456 -0.842
O2 -1.624 -1.828 -0.870
H11 0.924 1.761 -1.236
H12 0.411 -3.847 -0.449
O3 0.489 -2.879 -0.348

Results
E_LUMO	-3.8	eV
HOMO-LUMO gap	3.39	eV
highest occupied orbital energy	-7.221	eV


Arrangement C

Density functional theory data (ωB97M-V/def2-TZVPD) for a 2-piece molecular cluster, C3H12N2O3 overall.

CARTESIAN COORDINATES (ANGSTROEM)
C1 1.910 -1.166 0.818
N1 0.549 -0.638 0.734
O1 -0.281 -1.583 0.231
N2 0.517 0.574 -0.332
C2 1.214 0.392 -1.603
O2 1.024 1.714 0.328
H1 2.608 -0.347 0.992
H2 2.184 -1.739 -0.072
H3 1.920 -1.831 1.680
H4 -0.600 0.622 -0.462
H5 2.290 0.421 -1.447
H6 0.898 -0.577 -1.986
H7 0.916 1.184 -2.290
H8 0.708 1.590 1.240
C3 -2.929 0.462 0.489
O3 -1.955 0.042 -0.446
H9 -3.281 1.463 0.223
H10 -3.790 -0.214 0.482
H11 -2.531 0.494 1.512
H12 -1.370 -0.862 -0.090

Results
E_LUMO	0.7	eV
HOMO-LUMO gap	9.01	eV
highest occupied orbital energy	-8.265	eV


Which of them is most stable, and which least? Most stable: arrangement A; least stable: arrangement B.